Formula: C32H61FIN3O11PS2
Source: OMol25
Level of theory: ωB97M-V/def2-TZVPD

Geometry as XYZ:
```
112
Properties=species:S:1:pos:R:3:forces:R:3:lowdin_charge:R:1
C 2.99488 2.66431 -3.03941 -0.49 1.38 -0.31 0.153
C 3.38635 1.60962 -2.67213 0.25 -1.18 0.50 -0.128
C 3.91004 0.31512 -2.25193 0.24 0.18 -0.42 -0.176
C 3.00920 -0.56875 -1.34111 -0.59 0.05 -0.06 -0.271
S 3.51812 0.14179 0.30650 1.24 1.48 0.89 0.675
C 2.49793 -0.34888 1.68543 0.02 -0.22 0.34 -0.109
O 3.45389 1.57594 0.23872 -0.76 -0.23 -0.45 -0.264
O 4.85370 -0.34522 0.56838 -0.36 -1.05 -0.28 -0.330
C 3.42960 -2.08076 -1.35141 1.07 0.33 1.05 -0.170
C 4.66237 -2.44921 -2.19017 0.02 -0.28 0.06 -0.138
C 5.29588 -3.73169 -1.64896 0.00 -0.23 -0.06 -0.821
O 5.17331 -4.78048 -2.19490 -0.14 0.12 0.08 0.048
I 6.38256 -3.53095 0.18595 -0.12 -0.03 -0.18 0.978
N 2.37673 -3.14584 -1.61533 0.52 0.12 -0.44 0.062
O 1.97360 -3.91517 -0.50775 -0.21 -0.15 -0.25 -0.050
C 1.57497 -3.26785 0.69566 0.08 -0.31 1.27 -0.205
C 1.00859 -4.37267 1.60321 0.32 0.20 0.11 -0.014
C 1.27279 -2.85410 -2.64960 -1.01 0.12 -1.69 -0.311
C -0.04276 -3.47937 -2.18084 -0.15 -0.56 0.30 -0.124
C -0.06844 -5.02511 -2.11999 -0.23 0.26 0.52 -0.127
C -0.90837 -5.51584 -0.93709 -0.29 -0.14 -0.56 -0.193
F -0.37500 -6.69446 -0.43731 0.04 0.21 0.15 -0.038
N 1.71857 -3.59013 -3.82350 0.14 -0.46 1.14 0.005
C 0.86901 -3.70234 -4.98543 0.13 -0.32 -1.22 -0.246
C 1.65808 -4.36923 -6.13352 -0.42 0.06 0.04 -0.043
C 1.17064 -1.29742 -2.95713 -0.13 0.15 1.07 -0.445
N 1.99655 -0.81790 -4.02499 0.25 -0.26 -0.18 0.075
P -0.57848 -0.71186 -3.44666 -0.09 0.87 -0.86 0.483
S -0.66480 0.84050 -4.59970 0.06 -0.21 0.08 0.264
C 1.47427 -0.52502 -1.61682 -0.27 -0.49 -0.23 -0.284
O 0.84067 0.69901 -1.72255 0.27 -0.03 -0.05 -0.148
C 0.47199 1.44918 -0.56990 -0.66 0.68 0.51 -0.137
C -0.97105 1.27411 -0.09210 -0.23 -0.18 -0.21 -0.294
C -1.27394 -0.12471 0.45273 0.51 0.05 0.29 -0.050
C -1.97725 1.84947 -1.12917 0.09 0.01 0.20 -0.396
C -2.19538 3.33292 -0.82819 0.20 -0.10 0.23 -0.056
C -3.32387 1.12943 -1.20229 0.03 0.42 -0.38 -0.064
H 2.61457 3.62932 -3.29475 0.11 -0.18 -0.09 0.052
H 4.17855 -0.21868 -3.15951 -0.05 -0.10 0.06 0.104
H 4.86130 0.48469 -1.74014 -0.01 -0.01 0.10 0.125
H 1.47016 -0.59492 1.45720 -0.07 -0.06 -0.22 0.033
H 3.01227 -1.14447 2.21437 -0.05 -0.19 -0.11 0.072
H 2.49154 0.51016 2.35323 0.09 0.24 -0.19 0.090
H 3.79948 -2.31218 -0.34738 -0.35 0.00 0.14 0.083
H 4.39801 -2.66705 -3.22515 0.20 0.20 -0.18 0.120
H 5.42347 -1.67833 -2.13330 -0.11 0.21 -0.02 0.123
H 2.89816 -3.87881 -2.11493 -0.09 -0.15 0.05 0.163
H 0.82247 -2.49176 0.58946 0.04 0.10 -0.53 0.092
H 2.45717 -2.87672 1.19221 0.10 0.28 -0.22 0.095
H 1.06010 -5.34500 1.12160 -0.18 -0.05 -0.10 0.084
H 1.59788 -4.44097 2.51402 0.07 -0.01 0.03 0.088
H -0.00602 -4.13398 1.90598 -0.15 -0.18 -0.13 0.085
H -0.33419 -3.07342 -1.21189 0.09 0.15 0.05 0.103
H -0.83986 -3.19785 -2.85868 0.11 0.28 -0.12 0.083
H -0.52903 -5.43152 -3.01400 0.23 -0.01 -0.26 0.110
H 0.93044 -5.43514 -2.03246 0.04 -0.14 0.01 0.114
H -0.99631 -4.76972 -0.14754 0.27 -0.13 0.23 0.097
H -1.92305 -5.74407 -1.26810 -0.03 -0.02 0.07 0.128
H 2.68529 -3.43559 -4.06324 -0.04 0.27 -0.31 0.095
H 0.00530 -4.33764 -4.80687 -0.09 0.06 0.43 0.108
H 0.47888 -2.75950 -5.37772 0.09 0.27 0.32 0.092
H 2.73273 -4.30947 -5.98051 0.11 0.01 -0.03 0.073
H 1.41500 -3.88917 -7.07780 0.09 0.08 -0.05 0.080
H 1.37422 -5.41163 -6.24524 0.19 -0.13 0.13 0.079
H 1.55952 -0.84399 -4.93785 -0.14 0.22 0.02 0.060
H 2.89248 -1.27798 -4.09706 -0.02 -0.03 -0.01 0.075
H -1.30298 -0.65288 -2.25240 0.12 -0.28 0.10 -0.012
H -1.16060 -1.78131 -4.14098 0.09 -0.26 0.30 -0.017
H 0.99028 -1.11700 -0.82663 0.11 -0.01 0.12 0.114
H 1.13391 1.33708 0.28177 0.30 -0.30 -0.17 0.094
H 0.56832 2.49313 -0.86500 0.22 0.01 -0.15 0.138
H -1.01991 1.93288 0.78024 -0.02 0.04 0.09 0.143
H -2.29980 -0.23233 0.78640 -0.12 -0.03 -0.10 0.077
H -1.03817 -0.93983 -0.23272 -0.18 -0.03 -0.18 0.043
H -0.66004 -0.28254 1.34419 0.03 -0.07 0.06 0.074
H -1.48655 1.79907 -2.10376 -0.18 -0.11 -0.16 0.068
H -1.25063 3.87120 -0.90679 -0.03 0.18 -0.09 0.078
H -2.55344 3.48068 0.19242 -0.12 -0.06 0.05 0.086
H -2.92958 3.77577 -1.49486 0.07 0.09 -0.17 0.084
H -3.73836 0.90566 -0.22285 -0.02 -0.13 0.08 0.069
H -3.29014 0.23855 -1.82901 0.00 -0.27 0.24 0.063
H -4.03562 1.79378 -1.69095 -0.08 -0.01 -0.05 0.083
C 2.65417 3.18458 6.15759 0.01 -0.29 0.06 -0.063
C 1.22002 3.56945 5.86619 0.28 0.32 0.04 -0.207
O 0.41272 2.41547 5.57108 -0.04 0.00 -0.11 0.027
C 0.04882 1.69079 6.62824 -0.06 0.02 -0.08 -0.618
O 0.30911 1.92633 7.77569 0.03 0.00 0.10 0.135
O -0.66735 0.65086 6.19022 0.01 -0.05 -0.03 -0.005
C -1.08235 -0.24584 7.22654 -0.11 -0.14 0.04 -0.038
H 3.05488 2.58449 5.33854 0.05 0.12 -0.07 0.075
H 3.27429 4.07095 6.28504 -0.03 0.03 -0.06 0.084
H 2.72695 2.58633 7.06450 -0.06 0.07 0.06 0.076
H 1.16991 4.18950 4.97338 -0.11 -0.11 -0.08 0.121
H 0.77963 4.13432 6.68662 -0.05 -0.14 0.08 0.126
H -1.60875 0.28688 8.01429 0.06 0.04 0.03 0.098
H -0.22138 -0.76730 7.64146 0.01 0.06 0.07 0.098
H -1.75321 -0.96246 6.76173 0.02 0.04 -0.10 0.091
C -6.15898 8.24075 2.53994 0.10 -0.20 0.12 -0.064
C -6.57844 7.62636 1.22226 -0.13 0.39 0.04 -0.207
O -5.95001 6.35190 1.00032 0.05 -0.02 -0.06 0.037
C -6.47099 5.33418 1.67765 0.04 0.05 -0.09 -0.615
O -7.41408 5.37587 2.42050 -0.07 -0.02 0.08 0.130
O -5.76481 4.23743 1.38302 0.07 -0.07 -0.01 -0.006
C -6.17550 3.07187 2.09930 0.02 -0.17 0.00 -0.041
H -5.07182 8.30606 2.59984 0.00 0.08 -0.06 0.081
H -6.57757 9.24177 2.63858 0.00 0.01 -0.04 0.082
H -6.50398 7.64009 3.38011 -0.08 0.01 -0.02 0.075
H -6.25173 8.25105 0.39364 0.08 -0.12 -0.07 0.122
H -7.66046 7.52000 1.15436 0.00 -0.12 0.07 0.125
H -7.24150 2.89402 1.97897 -0.02 0.06 0.05 0.097
H -5.93089 3.17097 3.15582 -0.09 0.03 0.02 0.100
H -5.61885 2.24040 1.67482 0.06 0.07 -0.06 0.081
```
Positions in Å, forces in eV/Å.

The calculation puts the electronic energy at -102931.0745 eV. As for the charge: +1. The calculation puts the orbital gap at 8.474 eV.

Formula: C4H4ClNO2S2
Source: OMol25
Level of theory: ωB97M-V/def2-TZVPD

Geometry as XYZ:
```
14
Properties=species:S:1:pos:R:3:forces:R:3:lowdin_charge:R:1
C 0.16016 -0.54190 -0.39171 0.52 -1.34 0.09 -0.523
C 0.65158 0.70381 -0.50207 0.83 -0.15 1.51 -0.202
C 2.03250 0.83691 -0.17524 2.40 -0.67 0.05 -0.175
C 2.66989 -0.41517 -0.09492 -0.66 0.73 0.73 -0.919
H -3.03550 0.88863 1.17985 2.59 -2.25 -4.33 0.195
H -3.41336 0.79287 -0.82145 3.96 -2.02 3.67 0.221
H 0.10315 1.60698 -0.47253 -1.08 0.47 -0.29 0.099
H 2.49853 1.87181 0.09936 -0.64 -2.31 -0.93 0.150
N -2.55639 0.46249 0.11148 -4.33 3.27 -0.03 -0.249
O -1.33563 -0.96905 1.66045 -0.75 -0.88 -5.42 -0.402
O -2.15148 -1.80554 -0.84280 1.18 0.36 1.48 -0.343
S -1.54272 -0.88686 0.10924 -1.37 0.89 4.38 0.629
S 1.52719 -1.82367 -0.13297 -0.90 3.59 -0.49 0.955
Cl 4.39206 -0.72131 0.27331 -1.73 0.30 -0.43 0.563
```
Positions in Å, forces in eV/Å.

For the energy above the lowest of the compared OMol25 structures with the same formula, charge and spin, the calculation gives 68.8 kcal per mole. The calculation puts the electronic energy at -43985.8793 eV. The calculation puts the orbital gap at 8.929 eV.

Formula: C9H14O
Source: OMol25
Level of theory: ωB97M-V/def2-TZVPD

Geometry as XYZ:
```
24
Properties=species:S:1:pos:R:3:forces:R:3:lowdin_charge:R:1
C -2.57296 0.93155 0.43305 0.16 -1.85 -0.89 -0.063
C -1.24376 1.47056 -0.06924 -0.73 1.15 1.55 -0.280
C -0.69068 2.56975 0.64169 0.41 -1.29 -0.93 -0.024
C 0.65561 2.92639 0.41492 -2.27 -0.84 -0.15 -0.012
C 1.28980 2.16067 -0.54101 2.74 1.31 -1.09 -0.311
O 2.59489 2.55538 -0.91530 -0.27 -1.06 0.30 0.003
C 0.79583 1.11284 -1.28738 -1.76 -0.04 1.04 -0.007
C -0.54945 0.79625 -1.06125 1.26 -0.05 0.02 -0.051
H -2.38828 -0.14680 0.48298 -0.13 -0.19 0.05 0.064
H -3.35798 0.97301 -0.31635 -0.30 0.48 0.01 0.074
H -2.96698 1.10776 1.43604 0.41 0.96 -0.21 0.079
H -1.38952 2.99479 1.35015 0.52 0.43 0.22 0.104
H 1.14590 3.74198 0.91686 0.14 0.09 0.05 0.111
H 2.62533 3.50275 -0.95816 0.04 0.64 0.11 0.079
H 1.41386 0.50046 -1.91805 0.21 0.31 -0.35 0.117
H -0.94987 -0.02337 -1.64301 -0.41 -0.08 0.27 0.113
C 1.13424 -3.87903 -0.02868 0.10 -0.03 -0.50 -0.168
C 0.30244 -2.87528 0.78051 -0.73 -0.70 0.45 -0.164
H 1.02722 -4.92736 0.26776 -0.14 0.26 0.46 0.058
H 0.81615 -3.90597 -1.07459 0.26 0.28 -0.02 0.058
H 2.20456 -3.66701 0.03033 -0.13 0.10 -0.24 0.059
H 0.87620 -2.26979 1.47609 0.16 -0.04 -0.01 0.061
H -0.42435 -3.44536 1.36150 0.06 0.06 0.33 0.057
H -0.34818 -2.20415 0.22111 0.42 0.09 -0.48 0.042
```
Positions in Å, forces in eV/Å.

For the energy above the lowest of the compared OMol25 structures with the same formula, charge and spin, the calculation gives 23.4 kcal per mole. The calculation puts the electronic energy at -11606.6233 eV. The calculation puts the orbital gap at 9.415 eV. As for the SMILES: Cc1ccc(O)cc1.CC.

Formula: C14H10N4OS
Source: OMol25
Level of theory: ωB97M-V/def2-TZVPD

Geometry as XYZ:
```
30
Properties=species:S:1:pos:R:3:forces:R:3:lowdin_charge:R:1
C -0.91404 4.19890 -4.09688 -1.05 -0.08 -0.40 -0.067
O 0.09916 3.23339 -4.41886 -0.59 0.63 0.48 -0.053
C 0.36154 2.36220 -3.42714 0.13 -1.46 1.05 -0.364
C 1.56137 1.66104 -3.47992 1.59 0.08 -0.56 0.004
C 1.94114 0.77260 -2.48001 -1.72 0.40 -0.32 0.000
C 0.99366 0.47098 -1.50093 0.14 -0.52 0.96 -0.209
C -0.23225 1.17239 -1.51628 1.56 -0.17 -0.37 -0.506
N -0.49442 2.10944 -2.43023 -0.34 0.19 -0.29 0.117
S -1.45555 0.92664 -0.26193 -0.60 0.47 -0.30 1.079
C -0.79659 -0.31686 0.77457 -1.18 -0.78 1.43 -0.487
N -1.59110 -0.71281 1.78201 1.77 1.47 -2.77 0.116
C -1.04217 -1.61684 2.62592 0.31 0.52 -0.74 -0.266
C -1.82764 -1.97684 3.68869 -0.52 -1.56 2.01 -0.030
C -1.33603 -2.88038 4.63857 -0.58 0.93 -0.70 -0.081
C -0.03971 -3.40780 4.48939 -0.54 0.37 -0.67 -0.073
C 0.70736 -3.07772 3.34615 0.46 -0.29 1.84 -0.022
C 0.26458 -2.11769 2.43591 -0.29 -0.71 0.27 -0.231
N 1.06305 -1.74815 1.39149 -1.37 0.81 -0.52 0.178
C 0.50616 -0.87202 0.56824 1.81 -0.57 0.26 -0.284
N 1.32404 -0.48441 -0.48374 -1.12 0.89 -0.64 0.108
H -0.82821 4.52253 -3.07463 0.15 0.08 0.45 0.077
H -0.84400 5.07466 -4.74415 0.47 -0.34 -0.16 0.088
H -1.94052 3.79841 -4.22507 0.64 -0.09 0.06 0.097
H 2.28893 1.84623 -4.28336 -0.55 0.11 0.32 0.124
H 2.89948 0.28871 -2.50946 0.23 -0.14 0.03 0.114
H -2.84497 -1.57955 3.75295 0.47 -0.05 -0.02 0.120
H -1.98482 -3.13153 5.48146 0.43 -0.07 -0.19 0.102
H 0.26414 -4.05591 5.30841 0.55 -0.07 -0.55 0.100
H 1.72633 -3.43500 3.24029 -0.12 -0.13 -0.09 0.107
H 2.17112 -1.02460 -0.59146 -0.15 0.12 0.11 0.143
```
Positions in Å, forces in eV/Å.

For the energy above the lowest of the compared OMol25 structures with the same formula, charge and spin, the calculation gives 0.0 kcal per mole. The calculation puts the electronic energy at -33523.4437 eV. The calculation puts the orbital gap at 7.232 eV. As for the SMILES: COc1ccc2c(n1)Sc1nc3ccccc3nc1N2.

no.,molar mass (g mol⁻¹),LUMO energy (eV),E_HOMO (eV)
1,904.86,-2.701,-11.17
2,197.67,-0.279,-9.21
3,138.21,0.941,-8.47
4,282.33,-0.239,-7.47